C3H10NS | ωB97M-V/def2-TZVPD

Properties
Total charge = -1
HOMO level = -2.260 eV
ΔE to the lowest compared entry with this formula, charge and spin = 36.0 kcal/mol
E = -573.22478 Eh
Largest force on an atom = 4.43 eV Å⁻¹

Structure (XYZ):
```
15
C3H10NS, DFT ωB97M-V/def2-TZVPD
C -1.2341 3.1519 0.2880
N -0.1978 2.6094 -0.7138
H -1.7077 3.9742 -0.2339
H -0.6586 3.5728 1.2386
H -1.9249 2.4190 0.5342
H -0.8264 2.0083 -1.3417
H 0.5468 2.2111 -0.2101
C 1.4815 -2.7312 0.3288
C 0.5934 -1.5897 0.8227
S -0.3524 -0.8388 -0.4469
H 2.0396 -2.3653 -0.5840
H 1.0175 -3.7108 0.1408
H 2.2553 -3.0271 1.0860
H 1.2814 -0.9058 1.2899
H -0.0448 -2.0076 1.5903
```